Entry from the Open Molecules 2025 dataset: a cluster of 5 separate species, C27H36BBr2F12O15P3 in total at a distorted geometry (ωB97M-V/def2-TZVPD).

Cartesian coordinates (Å):
C1 -5.709 3.614 -4.327
C2 -4.647 2.475 -4.502
Br1 -5.405 0.716 -4.096
C3 -3.278 2.784 -3.784
Br2 -1.893 2.931 -5.169
C4 -2.884 1.857 -2.623
C5 -3.522 1.801 -1.461
P1 -5.017 2.822 -1.085
C6 -6.372 1.674 -0.568
C7 -4.594 4.037 0.266
C8 -2.982 0.854 -0.384
O1 -3.729 0.251 0.314
C9 -1.465 0.732 -0.311
B1 -0.798 0.536 1.126
O2 -0.624 -0.784 1.568
O3 -0.416 1.544 1.966
C10 -0.811 0.789 -1.461
P2 1.019 0.643 -1.588
P3 1.961 2.496 -0.952
O4 1.605 2.952 0.401
O5 1.629 3.721 -1.967
O6 3.618 2.350 -0.988
C11 -1.665 0.937 -2.725
O7 -1.390 0.328 -3.698
H1 -6.654 3.190 -3.978
H2 -5.825 4.154 -5.279
H3 -5.384 4.363 -3.597
H4 -4.432 2.467 -5.575
H5 -3.370 3.785 -3.350
H6 -6.203 1.267 0.441
H7 -7.368 2.133 -0.594
H8 -6.392 0.843 -1.286
H9 -4.881 5.026 -0.110
H10 -5.063 3.806 1.229
H11 -3.493 4.069 0.339
H12 -1.511 -1.085 1.825
H13 -1.147 2.130 2.204
H14 1.396 -0.312 -0.608
H15 2.173 4.475 -1.688
H16 3.849 1.418 -0.847
C12 1.690 0.091 4.200
C13 0.832 -1.136 4.413
O8 1.583 -2.174 5.074
C14 1.683 -2.092 6.397
O9 1.207 -1.238 7.085
C15 2.464 -3.302 6.919
F1 3.555 -3.557 6.179
F2 1.697 -4.407 6.885
F3 2.879 -3.138 8.177
H17 2.604 -0.170 3.664
H18 1.147 0.842 3.629
H19 1.991 0.529 5.152
H20 0.526 -1.544 3.454
H21 -0.076 -0.901 4.970
C16 -0.670 -2.532 -5.277
C17 -0.665 -1.418 -6.302
O10 0.460 -1.549 -7.194
C18 0.310 -2.400 -8.204
O11 -0.666 -3.054 -8.424
C19 1.566 -2.391 -9.084
F4 2.692 -2.419 -8.353
F5 1.612 -1.283 -9.845
F6 1.601 -3.442 -9.907
H22 0.281 -2.565 -4.744
H23 -1.475 -2.384 -4.558
H24 -0.805 -3.504 -5.754
H25 -0.552 -0.459 -5.803
H26 -1.599 -1.383 -6.863
C20 4.670 3.898 1.501
C21 4.537 4.613 2.828
O12 4.479 3.675 3.918
C22 5.652 3.216 4.348
O13 6.721 3.518 3.905
C23 5.444 2.271 5.537
F7 4.435 1.410 5.324
F8 5.150 2.960 6.653
F9 6.536 1.547 5.791
H27 3.871 3.171 1.371
H28 4.636 4.606 0.673
H29 5.611 3.348 1.446
H30 3.603 5.172 2.855
H31 5.346 5.328 2.983
C24 0.599 -5.824 4.342
C25 0.498 -6.779 3.174
O14 -0.144 -6.143 2.051
C26 0.635 -5.379 1.290
O15 1.801 -5.184 1.462
C27 -0.176 -4.810 0.119
F10 -1.376 -4.352 0.514
F11 -0.397 -5.750 -0.815
F12 0.458 -3.796 -0.477
H32 -0.385 -5.425 4.594
H33 1.011 -6.326 5.217
H34 1.238 -4.973 4.100
H35 -0.126 -7.631 3.441
H36 1.474 -7.171 2.888

2S+1 = 1
Charge = 0
Gap between HOMO and LUMO = 0.2565 Eh

How positive or negative is each atom? The Mulliken charges in e answer that:
1. C -1.156
2. C 0.065
3. Br -0.133
4. C -0.573
5. Br -0.115
6. C 0.215
7. C 0.522
8. P 0.589
9. C -1.169
10. C -1.259
11. C 0.006
12. O -0.596
13. C 0.696
14. B 0.193
15. O -0.339
16. O -0.543
17. C 0.300
18. P -0.345
19. P 0.996
20. O -0.573
21. O -0.544
22. O -0.491
23. C -0.705
24. O -0.370
25. H 0.305
26. H 0.317
27. H 0.332
28. H 0.533
29. H 0.503
30. H 0.343
31. H 0.406
32. H 0.268
33. H 0.365
34. H 0.366
35. H 0.334
36. H 0.251
37. H 0.275
38. H 0.059
39. H 0.331
40. H 0.309
41. C -1.022
42. C 0.050
43. O -0.273
44. C 0.331
45. O -0.522
46. C 0.879
47. F -0.251
48. F -0.237
49. F -0.252
50. H 0.249
51. H 0.288
52. H 0.427
53. H 0.036
54. H 0.316
55. C -1.115
56. C -0.005
57. O -0.361
58. C 0.329
59. O -0.509
60. C 0.908
61. F -0.245
62. F -0.251
63. F -0.245
64. H 0.301
65. H 0.291
66. H 0.423
67. H 0.210
68. H 0.263
69. C -0.845
70. C -0.384
71. O -0.338
72. C 0.346
73. O -0.522
74. C 0.868
75. F -0.182
76. F -0.266
77. F -0.249
78. H 0.150
79. H 0.399
80. H 0.341
81. H 0.346
82. H 0.346
83. C -0.942
84. C -0.366
85. O -0.322
86. C 0.327
87. O -0.527
88. C 0.975
89. F -0.254
90. F -0.273
91. F -0.229
92. H 0.298
93. H 0.403
94. H 0.250
95. H 0.345
96. H 0.323

---

Entry from the Open Molecules 2025 dataset: a structure of composition C27H36ClCoN6O7SSi (ωB97M-V/def2-TZVPD).

Cartesian coordinates (Å):
Co1 0.573 0.065 0.240
C1 0.146 -0.091 -5.569
C2 1.427 0.530 -5.034
N1 1.902 -0.100 -3.811
C3 1.352 0.129 -2.600
S1 1.868 -0.910 -1.295
N2 0.487 1.114 -2.502
N3 0.024 1.231 -1.233
C4 -0.927 2.057 -0.972
C5 -1.646 2.870 -1.990
C6 -1.279 2.117 0.459
C7 -2.167 3.035 0.994
C8 -2.438 2.983 2.353
C9 -1.812 2.030 3.138
C10 -0.921 1.153 2.535
N4 -0.666 1.200 1.234
H1 -0.164 0.409 -6.489
H2 -0.663 0.001 -4.846
H3 0.286 -1.151 -5.787
H4 1.276 1.588 -4.821
H5 2.235 0.453 -5.766
H6 2.430 -0.952 -3.886
H7 -1.446 2.464 -2.978
H8 -1.325 3.915 -1.955
H9 -2.720 2.839 -1.799
H10 -2.676 3.740 0.355
H11 -3.151 3.673 2.784
H12 -2.001 1.958 4.200
H13 -0.374 0.402 3.091
C11 4.723 0.596 1.267
Si1 3.037 1.154 1.884
C12 3.220 1.839 3.635
C13 2.511 2.602 0.813
N5 1.837 -0.069 1.789
C14 1.905 -1.280 2.411
C15 2.908 -1.714 3.298
C16 2.899 -2.985 3.857
C17 1.897 -3.891 3.555
C18 0.879 -3.502 2.685
C19 0.886 -2.231 2.161
O1 -0.086 -1.757 1.280
C20 -1.226 -2.500 1.026
C21 -2.084 -2.847 2.062
C22 -3.217 -3.595 1.772
C23 -3.498 -3.962 0.460
C24 -2.652 -3.567 -0.566
C25 -1.502 -2.839 -0.286
H14 5.442 1.420 1.290
H15 4.624 0.253 0.234
H16 5.135 -0.229 1.852
H17 3.967 2.637 3.659
H18 3.512 1.083 4.365
H19 2.267 2.264 3.964
H20 3.239 3.412 0.918
H21 1.533 2.993 1.109
H22 2.461 2.328 -0.243
H23 3.720 -1.040 3.538
H24 3.700 -3.269 4.530
H25 1.899 -4.888 3.974
H26 0.089 -4.192 2.420
H27 -1.843 -2.559 3.077
H28 -3.886 -3.884 2.574
H29 -4.392 -4.530 0.237
H30 -2.883 -3.799 -1.597
H31 -0.836 -2.515 -1.076
N6 -4.855 -0.819 0.263
C26 -4.331 0.535 0.393
C27 -5.468 1.546 0.489
O2 -6.669 0.976 0.549
O3 -5.309 2.743 0.525
H32 -4.395 -1.450 0.904
H33 -4.671 -1.170 -0.677
H34 -6.460 0.008 0.445
H35 -3.683 0.809 -0.440
H36 -3.746 0.640 1.311
O4 -2.375 -2.087 -3.573
Cl1 -3.043 -0.891 -3.122
O5 -4.372 -1.234 -2.642
O6 -3.157 0.055 -4.199
O7 -2.278 -0.302 -2.038

ΔE to the lowest compared entry with this formula, charge and spin = 8.4 kcal/mol
2S+1 = 2
Charge = -1
Gap between HOMO and LUMO (alpha / beta) = 0.2401 / 0.2352 Eh

How positive or negative is each atom? The Mulliken charges in e answer that:
1. Co -0.553
2. C -0.684
3. C -0.533
4. N -0.160
5. C 0.406
6. S -0.874
7. N -1.537
8. N 1.561
9. C 1.135
10. C -2.128
11. C 0.101
12. C -0.528
13. C -0.571
14. C -1.002
15. C -0.585
16. N 1.616
17. H 0.347
18. H -0.018
19. H 0.288
20. H 0.240
21. H 0.385
22. H 0.231
23. H 0.345
24. H 0.454
25. H 0.349
26. H 0.441
27. H 0.401
28. H 0.477
29. H 0.377
30. C -1.097
31. Si -0.296
32. C -1.154
33. C -0.802
34. N 0.703
35. C 0.184
36. C -0.666
37. C -1.114
38. C -0.853
39. C -0.898
40. C 1.180
41. O 0.492
42. C 0.242
43. C 0.157
44. C -0.922
45. C -0.565
46. C -0.441
47. C -0.437
48. H 0.364
49. H 0.277
50. H 0.333
51. H 0.367
52. H 0.349
53. H 0.295
54. H 0.522
55. H 0.104
56. H 0.128
57. H 0.237
58. H 0.375
59. H 0.385
60. H 0.472
61. H 0.499
62. H 0.353
63. H 0.385
64. H 0.413
65. H 0.320
66. N -0.678
67. C 1.578
68. C 0.083
69. O -0.608
70. O -0.597
71. H 0.185
72. H 0.241
73. H 0.457
74. H -0.508
75. H -0.075
76. O -0.701
77. Cl 1.915
78. O -0.863
79. O -0.743
80. O -0.556

---

Entry from the Open Molecules 2025 dataset: a cluster of 4 separate species, C27H36N6O4 in total at a distorted geometry (ωB97M-V/def2-TZVPD).

Cartesian coordinates (Å):
N1 1.317 -1.632 0.285
O1 1.801 -2.762 0.123
O2 2.048 -0.608 0.185
O3 0.087 -1.501 0.463
C1 4.019 -1.563 -2.511
C2 5.187 -2.024 -1.647
O4 6.325 -1.875 -1.882
N2 4.778 -2.774 -0.365
H1 3.770 -2.605 -0.237
H2 4.945 -3.775 -0.478
C3 5.570 -2.301 0.828
H3 3.139 -2.129 -2.195
H4 4.084 -1.744 -3.581
H5 3.877 -0.503 -2.306
H6 6.146 -1.384 0.735
H7 6.316 -3.033 1.133
H8 4.861 -2.202 1.647
C4 -1.813 -5.795 -0.521
N3 -1.902 -4.465 -1.125
C5 -0.857 -3.993 -1.818
C6 -0.965 -2.731 -2.418
C7 -2.157 -2.043 -2.351
C8 -3.248 -2.595 -1.705
C9 -3.120 -3.835 -1.111
C10 -2.239 -0.703 -2.980
C11 -1.377 0.323 -2.599
C12 -1.243 1.445 -3.376
N4 -1.986 1.627 -4.488
C13 -2.967 0.735 -4.806
C14 -3.075 -0.415 -4.059
C15 -1.676 2.777 -5.382
H9 -2.306 -6.477 -1.221
H10 -2.307 -5.794 0.444
H11 -0.807 -6.208 -0.507
H12 0.137 -4.411 -1.757
H13 -0.090 -2.320 -2.901
H14 -4.230 -2.145 -1.746
H15 -3.897 -4.450 -0.681
H16 -0.666 0.075 -1.815
H17 -0.503 2.201 -3.158
H18 -3.505 0.918 -5.725
H19 -3.934 -1.052 -4.240
H20 -1.148 3.532 -4.807
H21 -2.612 3.080 -5.836
H22 -0.910 2.381 -6.051
C16 -5.444 2.996 3.420
N5 -3.972 2.849 3.299
C17 -3.288 2.289 4.323
C18 -1.928 2.357 4.361
C19 -1.206 2.740 3.227
C20 -1.919 3.343 2.205
C21 -3.313 3.421 2.279
C22 0.266 2.543 3.150
C23 0.894 2.083 1.985
C24 2.253 1.876 1.987
N6 2.996 2.397 3.009
C25 2.428 2.887 4.121
C26 1.043 2.920 4.241
C27 4.452 2.445 2.810
H23 -5.855 2.051 3.059
H24 -5.785 3.694 2.660
H25 -5.681 3.258 4.444
H26 -3.848 1.945 5.181
H27 -1.415 1.976 5.235
H28 -1.335 3.621 1.339
H29 -3.971 3.856 1.542
H30 0.475 1.751 1.043
H31 2.840 1.449 1.191
H32 3.136 3.219 4.868
H33 0.728 3.410 5.153
H34 5.000 2.056 3.672
H35 4.757 3.488 2.742
H36 4.822 1.831 1.995

ΔE to the lowest compared entry with this formula, charge and spin = 23.2 kcal/mol
2S+1 = 1
Charge = +4
Gap between HOMO and LUMO = 0.2731 Eh

How positive or negative is each atom? The Mulliken charges in e answer that:
1. N 1.035
2. O -0.722
3. O -0.532
4. O -0.699
5. C -0.596
6. C 0.431
7. O -0.360
8. N 0.151
9. H 0.065
10. H 0.378
11. C -0.809
12. H 0.104
13. H 0.389
14. H 0.216
15. H 0.292
16. H 0.371
17. H 0.357
18. C -0.933
19. N 0.041
20. C -0.187
21. C -0.456
22. C 0.914
23. C -0.578
24. C -0.504
25. C 0.238
26. C -0.698
27. C -0.203
28. N 0.009
29. C -0.381
30. C -0.525
31. C -0.798
32. H 0.434
33. H 0.349
34. H 0.317
35. H 0.300
36. H 0.539
37. H 0.544
38. H 0.527
39. H 0.580
40. H 0.428
41. H 0.460
42. H 0.518
43. H 0.294
44. H 0.336
45. H 0.383
46. C -0.845
47. N 0.046
48. C -0.382
49. C -0.668
50. C 0.862
51. C -0.843
52. C -0.049
53. C 0.960
54. C -0.706
55. C -0.290
56. N 0.092
57. C -0.437
58. C -0.715
59. C -0.891
60. H 0.371
61. H 0.310
62. H 0.349
63. H 0.425
64. H 0.472
65. H 0.532
66. H 0.424
67. H 0.436
68. H 0.485
69. H 0.486
70. H 0.513
71. H 0.391
72. H 0.399
73. H 0.255

---

Computed E_tot, in the same sequence as the records: -9574.5331 -4436.3000 -1678.4533 a.u..